DFT (ωB97M-V/def2-TZVPD) results for an isolated ion of composition C4H14N3 and charge +1 at a distorted geometry.

The spin multiplicity is 1. The structure (SMILES) is NC[C@H](N)CC[NH3+]. The value obtained for the LUMO energy is -3.14 eV. For the relative energy (zero: lowest compared OMol25 entry of this formula, charge and spin), the calculation gives 24.3 kcal per mole. For the total energy, the calculation gives -8838.969 eV. Its net charge is +1. As for the frontier orbital gap: 8.840 eV. The HOMO energy is -11.98 eV.

Structure (XYZ):
```
21
C4H14N3 | the Open Molecules 2025 dataset | ωB97M-V/def2-TZVPD
N 0.152 -1.041 -0.974
N 2.083 -1.690 1.497
N -1.604 1.070 -1.616
C 0.128 -0.559 0.413
C -1.791 1.108 -0.118
C -0.394 0.879 0.450
C 1.627 -0.454 0.945
H 2.215 -0.133 0.083
H -1.035 1.821 -2.014
H 1.586 0.323 1.719
H -1.078 0.196 -1.864
H 1.011 -0.858 -1.478
H -2.208 2.079 0.154
H -0.029 -2.038 -0.993
H 0.280 1.495 -0.157
H -2.471 1.176 -2.128
H -0.352 1.353 1.435
H -2.550 0.364 0.128
H 2.136 -1.836 2.460
H 2.773 -2.147 0.928
H -0.478 -1.109 1.129
```